1.
{"formula": "C5H10O", "method": "ωB97M-V/def2-TZVPD", "species": ["C", "C", "C", "C", "C", "O", "H", "H", "H", "H", "H", "H", "H", "H", "H", "H"], "positions_angstrom": [[1.89242, -0.08260, 0.35759], [0.82347, 0.56696, -0.51979], [-0.60283, 0.08538, -0.25966], [-0.80405, -1.28260, 0.36655], [-1.68830, 1.07126, -0.15232], [-1.47051, 0.36158, -1.36142], [1.90528, -1.16760, 0.22388], [1.73801, 0.11836, 1.42178], [2.89114, 0.27874, 0.10363], [1.02425, 0.35711, -1.57818], [0.86371, 1.65914, -0.41889], [-0.14584, -2.03886, -0.07495], [-0.61891, -1.28628, 1.44747], [-1.84020, -1.58773, 0.20119], [-1.44591, 2.13658, -0.16914], [-2.61829, 0.82853, 0.36568]], "atomic_forces_ev_per_a": [[0.041, -0.075, 0.048], [-0.004, 0.018, -0.025], [0.111, -0.086, 0.230], [-0.054, -0.034, -0.046], [-0.077, 0.197, 0.293], [-0.062, 0.005, -0.219], [0.007, 0.111, 0.040], [-0.059, 0.008, -0.093], [-0.103, 0.057, -0.043], [0.055, -0.047, 0.169], [-0.036, -0.191, -0.010], [-0.148, 0.140, -0.047], [0.040, 0.150, -0.195], [0.107, 0.009, 0.025], [-0.017, -0.216, -0.085], [0.198, -0.046, -0.042]], "lumo_energy_ev": 1.02, "homo_ev": -10.1, "total_charge": 0, "de_lowest_kcal_mol": 27.6, "smiles": "CC[C@@]1(C)CO1", "gap_ha": 0.40786, "multiplicity": 1}

---

2.
{"formula": "C3H3P", "method": "ωB97M-V/def2-TZVPD", "species": ["C", "C", "C", "P", "H", "H", "H"], "positions_angstrom": [[-2.45807, 1.01387, -0.05312], [-1.35111, 1.43696, 0.11742], [1.81990, -0.92613, 0.03667], [1.91869, 0.71604, 0.00596], [-3.48268, 0.77657, -0.19091], [2.68252, -1.57556, -0.01064], [0.87075, -1.44174, 0.09462]], "atomic_forces_ev_per_a": [[-1.538, -0.408, -0.235], [3.683, -0.105, 0.148], [-0.323, 1.046, -0.029], [-1.801, -0.538, 0.096], [-0.162, -0.056, 0.005], [0.337, 0.057, -0.002], [-0.196, 0.004, 0.016]], "lumo_energy_ev": [-2.95, -2.96], "homo_ev": [-9.1, -9.1], "total_charge": 0, "de_lowest_kcal_mol": 101.1, "gap_ha": [0.22639, 0.22576], "multiplicity": 1}

---

3.
{"formula": "C10H22AsCeGeS7", "method": "ωB97M-V/def2-TZVPD", "species": ["Ce", "C", "C", "S", "C", "C", "S", "C", "C", "S", "H", "H", "H", "H", "H", "H", "H", "H", "H", "H", "H", "H", "S", "As", "S", "S", "S", "C", "Ge", "C", "C", "C", "H", "H", "H", "H", "H", "H", "H", "H", "H", "H"], "positions_angstrom": [[-0.81790, 1.30984, -1.30720], [-2.71607, -0.52316, 2.09193], [-1.55822, 0.32933, 2.57414], [-0.00054, 0.20522, 1.62255], [0.32723, -1.60438, 1.69199], [0.58179, -2.23275, 0.33470], [-0.46974, -1.55461, -1.00678], [-2.12913, -2.72610, -0.19680], [-3.31602, -1.83673, -0.38827], [-3.17769, -0.13800, 0.36200], [-3.58169, -0.31375, 2.72295], [-2.50222, -1.58938, 2.12799], [-1.31788, 0.09536, 3.61432], [-1.81366, 1.38919, 2.48004], [-0.54556, -2.04702, 2.16311], [1.19042, -1.73277, 2.34720], [0.38295, -3.30387, 0.39089], [1.61165, -2.06408, 0.02026], [-2.08019, -3.14092, 0.81640], [-2.18625, -3.55808, -0.90000], [-4.26905, -2.22783, -0.00415], [-3.42637, -1.58525, -1.44707], [-3.69917, 5.30939, -1.59132], [-2.46338, 3.62527, -1.49202], [-3.35627, 1.80707, -2.33790], [-1.81361, 3.13097, 0.55693], [-0.59806, 3.86054, -2.59257], [3.37219, -0.09492, 0.79675], [2.43042, 0.39984, -0.95791], [2.04012, 2.34927, -0.54926], [4.06195, 0.51414, -2.17096], [0.88802, -0.37833, -1.85812], [4.20127, 0.59371, 0.93626], [3.76779, -1.10756, 0.80747], [2.69805, 0.01666, 1.63903], [2.90070, 2.85415, -0.11266], [1.20250, 2.46380, 0.16587], [1.78602, 2.89380, -1.47141], [4.81628, 1.14635, -1.71167], [3.82224, 0.92469, -3.14715], [4.49414, -0.47319, -2.32502], [1.26295, -0.98590, -2.69453]], "atomic_forces_ev_per_a": [[0.620, -2.192, 0.675], [-0.087, 0.014, -0.625], [0.340, 0.010, -0.099], [-0.287, -0.059, 0.182], [-0.112, 0.563, 0.100], [-0.070, 0.474, -0.443], [-0.433, -0.406, -0.262], [0.207, 0.299, 0.053], [-0.194, 0.488, 0.385], [0.142, -0.034, 0.062], [0.030, -0.079, 0.028], [0.021, 0.021, 0.184], [-0.073, 0.089, -0.011], [0.032, -0.163, 0.176], [0.018, -0.055, 0.031], [-0.049, -0.121, -0.005], [0.023, 0.042, -0.098], [-0.077, -0.133, 0.054], [0.099, 0.058, 0.007], [0.095, -0.077, -0.034], [0.149, -0.004, -0.291], [-0.177, -0.029, 0.003], [0.059, -0.234, 0.086], [-1.410, 2.196, -0.299], [0.811, -0.360, 0.088], [0.375, -0.474, -0.467], [0.143, -1.023, 0.281], [-0.775, -0.328, -0.652], [1.656, 1.408, 0.018], [-0.486, -0.495, -0.333], [-0.773, -0.266, 0.274], [0.247, 0.496, 0.543], [0.030, 0.178, -0.193], [0.045, -0.166, -0.066], [-0.066, 0.049, 0.174], [0.067, -0.162, 0.118], [0.306, 0.208, -0.124], [0.008, -0.105, 0.275], [0.048, 0.105, 0.177], [-0.149, 0.077, -0.112], [0.022, -0.121, 0.025], [-0.377, 0.308, 0.114]], "lumo_energy_ev": [1.56, 1.57], "homo_ev": [-3.9, -3.9], "total_charge": -1, "de_lowest_kcal_mol": 76.6, "gap_ha": [0.20000, 0.20059], "multiplicity": 1}

---

4.
{"formula": "C20H26CoN2O7", "method": "ωB97M-V/def2-TZVPD", "species": ["Co", "C", "O", "C", "O", "N", "N", "H", "H", "H", "H", "H", "H", "O", "C", "O", "C", "C", "C", "C", "C", "C", "H", "H", "H", "H", "H", "C", "C", "C", "C", "C", "C", "C", "C", "C", "C", "O", "O", "H", "H", "H", "H", "H", "H", "H", "H", "H", "H", "H", "C", "O", "H", "H", "H", "H"], "positions_angstrom": [[0.45596, 0.11373, 0.25704], [-2.16466, -2.25165, 3.82146], [-1.07707, -1.35002, 3.52745], [-0.76972, -1.06440, 2.29946], [0.15379, -0.25888, 2.08576], [-1.43088, -1.63146, 1.26821], [-1.02053, -1.20980, -0.00672], [-2.20468, -2.30259, 4.90281], [-1.95492, -3.24171, 3.41696], [-3.10206, -1.84578, 3.44157], [-2.22712, -2.23890, 1.37076], [-1.75592, -0.67271, -0.46516], [-0.72632, -1.99439, -0.58142], [-1.82466, 3.16074, 0.76820], [-0.87073, 2.67607, 0.21686], [-0.85529, 1.35879, -0.06878], [0.29933, 3.51327, -0.20201], [0.49130, 4.72193, 0.46071], [1.55666, 5.54084, 0.12370], [2.42395, 5.16926, -0.89511], [2.22549, 3.97528, -1.57430], [1.17009, 3.14978, -1.22187], [-0.20390, 5.00259, 1.23993], [1.70709, 6.47360, 0.65028], [3.25061, 5.81326, -1.16496], [2.89400, 3.69016, -2.37635], [1.03006, 2.21477, -1.74649], [8.44075, 0.01145, 0.96916], [6.94666, 0.00394, 0.83643], [6.29006, -1.01874, 0.16478], [4.91100, -1.04419, 0.03215], [4.30128, -2.19712, -0.71999], [4.16356, 0.01355, 0.59160], [4.80889, 1.07569, 1.27254], [4.09439, 2.24453, 1.89851], [6.18862, 1.03373, 1.38181], [2.71683, 0.02505, 0.45629], [2.00191, 1.07810, 0.63054], [1.99283, -0.99562, 0.14360], [8.88388, -0.89154, 0.55430], [8.73362, 0.09014, 2.01664], [8.86553, 0.87115, 0.44849], [6.87086, -1.82236, -0.27129], [5.08691, -2.77234, -1.20516], [3.60007, -1.86192, -1.48232], [3.75252, -2.86057, -0.05129], [3.25876, 1.93266, 2.52172], [3.68894, 2.91354, 1.13782], [4.79362, 2.80648, 2.51472], [6.69145, 1.83322, 1.91309], [1.21190, -0.28963, -3.02114], [0.23598, -0.15366, -1.97336], [1.76925, 0.63627, -3.16272], [0.72371, -0.57407, -3.95159], [1.89501, -1.07548, -2.71294], [-0.31526, 0.62848, -2.12898]], "atomic_forces_ev_per_a": [[-0.186, -0.724, -1.046], [-0.006, -0.009, 0.002], [0.025, 0.001, -0.010], [-0.082, 0.115, -0.032], [0.137, 0.219, -0.012], [0.050, -0.053, 0.013], [-0.038, -0.017, 0.178], [0.000, 0.000, -0.003], [0.000, 0.001, -0.001], [0.001, 0.001, 0.000], [-0.018, 0.033, -0.003], [0.000, 0.027, 0.039], [0.002, -0.015, 0.037], [0.015, -0.011, -0.017], [-0.170, -0.030, 0.269], [-0.036, 0.140, -0.035], [-0.015, -0.043, 0.034], [0.016, -0.002, 0.009], [-0.003, -0.006, -0.008], [0.002, 0.002, 0.006], [0.004, -0.008, -0.012], [-0.016, 0.018, 0.006], [-0.002, 0.000, 0.001], [-0.001, 0.004, 0.001], [0.002, 0.001, 0.000], [0.001, 0.002, -0.007], [0.005, 0.027, 0.000], [0.007, 0.003, 0.000], [-0.010, -0.014, -0.012], [0.018, 0.005, -0.003], [-0.002, -0.009, 0.016], [0.010, -0.027, 0.016], [0.018, 0.047, -0.009], [0.005, -0.010, -0.035], [-0.010, -0.006, -0.017], [-0.022, -0.010, 0.012], [-0.058, 0.088, 0.075], [0.096, 0.034, -0.152], [-0.002, -0.135, 0.270], [0.001, -0.002, 0.000], [0.002, 0.000, 0.002], [0.000, 0.001, 0.000], [0.003, -0.005, -0.001], [0.006, -0.009, 0.005], [0.029, -0.016, -0.002], [-0.008, 0.012, -0.009], [-0.009, -0.009, 0.016], [-0.022, -0.007, -0.005], [-0.002, 0.006, -0.016], [0.000, 0.003, 0.000], [0.186, -0.035, -0.006], [0.168, 0.408, 0.404], [-0.008, 0.003, 0.021], [-0.041, 0.011, 0.026], [-0.027, -0.003, 0.003], [-0.015, 0.005, -0.009]], "lumo_energy_ev": [-4.20, -4.26], "homo_ev": [-11.6, -11.6], "total_charge": 1, "de_lowest_kcal_mol": 21.9, "gap_ha": [0.27137, 0.26938], "multiplicity": 1}

---

5.
{"formula": "C7H17OSi", "method": "ωB97M-V/def2-TZVPD", "species": ["C", "C", "C", "C", "C", "C", "C", "O", "Si", "H", "H", "H", "H", "H", "H", "H", "H", "H", "H", "H", "H", "H", "H", "H", "H", "H"], "positions_angstrom": [[1.42991, 2.48049, -0.54805], [-0.67642, -0.76419, 1.10346], [-3.06992, 0.23569, 1.16178], [-2.05627, -0.39921, -1.08852], [2.36508, -0.60009, 1.33886], [1.10946, -1.79686, -1.51596], [-2.02616, -0.26584, 0.41496], [0.56824, 1.31624, -0.44924], [0.99524, -0.84964, 0.09523], [1.31559, 3.07527, 0.39554], [1.21147, 3.12106, -1.53018], [-1.03518, -1.67849, 1.56421], [2.48062, 2.18596, -0.63875], [-0.47291, -0.03786, 1.84756], [-3.14797, 0.29198, 2.22371], [-3.99169, 0.65319, 0.75572], [-0.22756, 1.68482, -0.05529], [-1.32215, -1.07846, -1.45542], [-3.03366, -0.75220, -1.49825], [-1.84967, 0.59691, -1.66954], [2.01558, -0.95349, 2.29234], [3.41185, -0.96600, 1.22148], [2.47427, 0.49038, 1.53148], [1.92753, -2.56559, -1.33106], [0.15333, -2.27415, -1.84676], [1.45137, -1.14991, -2.31931]], "atomic_forces_ev_per_a": [[0.452, 1.711, -1.214], [-1.186, 0.194, -1.994], [1.402, -0.581, -1.759], [-1.268, 1.947, -1.358], [1.085, 0.880, -0.427], [0.570, -0.637, 0.619], [-0.602, 0.836, 1.036], [0.765, -0.452, -0.099], [-2.004, 0.852, 0.860], [0.088, -0.316, -1.058], [0.074, -1.435, 2.286], [0.780, -0.485, 0.279], [-0.335, -0.268, 0.120], [0.390, 0.466, 1.188], [0.804, -0.163, 0.754], [0.319, -0.405, -0.671], [-0.628, -0.620, 0.085], [0.405, -0.498, -0.098], [0.629, 0.319, 0.539], [-0.322, -1.562, 1.195], [-0.376, -0.494, 0.422], [-0.956, 0.031, -0.396], [-0.153, -0.426, -0.326], [-1.022, 0.711, -0.384], [0.962, 0.300, 0.533], [0.128, 0.091, -0.132]], "lumo_energy_ev": -3.60, "homo_ev": -12.6, "total_charge": 1, "de_lowest_kcal_mol": 7.4, "gap_ha": 0.33160, "multiplicity": 1}